No. 1
This record from the Open Molecules 2025 dataset describes a molecular structure, C22H46N3OP2SeY in a non-equilibrium geometry. The level of theory is wB97M-V/def2-TZVPD.

Last column: Mulliken charge in e.
CARTESIAN COORDINATES (ANGSTROEM)
1 Y -0.23 0.14 0.15  -1.6806
2 P 0.06 1.88 -1.79  0.7707
3 P -0.44 -2.19 1.31  0.5560
4 N -1.85 -0.63 -1.12  -0.1678
5 C -1.50 1.29 -2.67  -0.8647
6 H -1.95 2.18 -3.14  0.4748
7 H -1.10 0.64 -3.47  0.5259
8 C -2.51 0.49 -1.81  -0.6406
9 H -2.97 1.18 -1.06  0.2022
10 H -3.33 0.17 -2.48  0.5211
11 C -2.75 -1.48 -0.33  -0.6314
12 H -3.59 -1.90 -0.92  0.5393
13 H -3.22 -0.87 0.48  0.1965
14 C -1.98 -2.65 0.33  -0.8795
15 H -1.58 -3.31 -0.47  0.5289
16 H -2.62 -3.25 0.99  0.4731
17 C -0.97 -1.73 3.03  1.2566
18 C 0.05 -0.85 3.79  -0.8763
19 H -0.40 -0.55 4.75  0.2845
20 H 0.29 0.08 3.26  0.0944
21 H 0.98 -1.39 3.99  0.2802
22 C 0.92 -3.36 1.10  0.7649
23 C 2.17 -2.99 1.92  -1.2404
24 H 3.00 -3.66 1.64  0.4664
25 H 1.98 -3.11 3.00  0.2716
26 H 2.50 -1.96 1.74  0.1493
27 C 1.54 1.76 -2.80  0.7685
28 C 2.81 2.27 -2.08  -1.2749
29 H 3.69 2.03 -2.69  0.4613
30 H 2.95 1.77 -1.10  0.1655
31 H 2.77 3.35 -1.91  0.2751
32 C -0.34 3.47 -0.93  0.8507
33 C 0.62 3.83 0.23  -1.0057
34 H 0.26 4.74 0.72  0.3770
35 H 1.64 4.00 -0.13  0.2263
36 H 0.66 3.05 1.01  0.1811
37 C 2.06 0.57 1.07  0.2921
38 C 0.40 -4.77 1.33  -1.4122
39 H 0.14 -4.92 2.38  0.2773
40 H -0.50 -4.96 0.72  0.3731
41 H 1.16 -5.51 1.03  0.4555
42 C 1.28 2.42 -4.15  -1.4374
43 H 2.11 2.20 -4.84  0.4591
44 H 0.36 2.02 -4.60  0.3772
45 H 1.17 3.50 -4.04  0.2779
46 C -0.43 4.56 -1.99  -1.5103
47 H -0.88 5.47 -1.57  0.4209
48 H 0.57 4.81 -2.37  0.2878
49 H -1.06 4.25 -2.84  0.3568
50 C -1.35 -3.00 3.77  -1.4135
51 H -0.46 -3.58 4.02  0.2972
52 H -1.89 -2.76 4.70  0.3878
53 H -2.03 -3.63 3.16  0.3858
54 H -1.86 -1.10 2.86  -0.5012
55 H -1.34 3.29 -0.48  0.0017
56 H 1.19 -3.25 0.03  0.3063
57 H 1.67 0.67 -2.95  0.2494
58 O 3.01 0.88 1.65  -0.1738
59 H 0.81 -1.59 -2.39  0.1484
60 H 1.43 -1.56 -1.94  -0.1068
61 C -2.73 0.68 5.07  -0.9089
62 N -2.29 1.96 4.62  0.3171
63 C -2.20 3.06 5.49  -0.5642
64 C -1.96 4.14 4.74  -0.5368
65 N -1.90 3.74 3.41  0.2335
66 C -1.85 4.67 2.33  -0.6852
67 C -2.08 2.38 3.31  0.1616
68 Se -2.13 1.42 1.72  0.0014
69 H -2.02 0.30 5.81  0.4097
70 H -2.79 -0.01 4.23  0.1824
71 H -3.71 0.79 5.57  0.4229
72 H -2.35 2.91 6.53  0.5404
73 H -1.85 5.18 4.97  0.5308
74 H -2.71 5.36 2.40  0.4115
75 H -0.93 5.26 2.39  0.4058
76 H -1.88 4.14 1.37  -0.1211

E_HOMO	-0.48760	hartree
energy relative to the best compared isomer or geometry (same formula, charge and spin)	0.0	kJ/mol
charge	+2
DFT total energy	-4227.30372	hartree
maximum force	0.1091	hartree/bohr

No. 2
This record from the Open Molecules 2025 dataset describes 3 unconnected molecules or ions with the total composition C22H47BFNO11S in a non-equilibrium geometry. The level of theory is wB97M-V/def2-TZVPD.

Last column: Mulliken charge in e.
CARTESIAN COORDINATES (ANGSTROEM)
1 C -1.76 5.55 1.17  -0.5651
2 O -1.87 5.42 -0.30  -0.3499
3 C -1.81 4.02 -0.74  -0.3743
4 C -0.23 3.50 -0.85  -0.3773
5 C 0.38 3.68 -2.38  -0.6332
6 C -0.39 2.74 -3.48  -0.5750
7 C -0.23 1.12 -3.20  -0.3737
8 C 1.19 0.51 -3.81  -0.8074
9 C 2.36 0.30 -2.64  -0.4104
10 C 2.19 -1.20 -1.94  -0.6047
11 C 3.38 -2.25 -2.44  -0.6274
12 C 3.54 -3.56 -1.42  -0.1864
13 C 5.11 -3.79 -0.97  -0.7494
14 C 5.29 -4.99 0.18  -0.6303
15 N 4.66 -4.56 1.48  0.0843
16 B 5.63 -4.69 2.67  0.4569
17 O 6.61 -5.79 2.82  -0.4543
18 O 5.48 -3.62 3.72  -0.3557
19 C 6.53 -3.75 4.75  -0.5833
20 S 3.27 -5.52 1.92  1.1747
21 O 3.58 -6.48 3.11  -0.6268
22 O 2.18 -4.52 2.48  -0.5934
23 F 2.52 -6.35 0.62  -0.2030
24 H -2.63 4.97 1.75  0.2680
25 H -1.86 6.69 1.45  0.2110
26 H -0.68 5.21 1.56  0.2368
27 H -2.38 3.89 -1.76  0.1582
28 H -2.42 3.37 0.05  0.3027
29 H -0.12 2.36 -0.52  0.2303
30 H 0.41 4.12 -0.07  0.2971
31 H 1.55 3.57 -2.37  0.2593
32 H 0.16 4.81 -2.67  0.2990
33 H 0.09 3.00 -4.53  0.3375
34 H -1.55 2.97 -3.56  0.2127
35 H -1.10 0.58 -3.80  0.3573
36 H -0.37 0.84 -2.06  0.1183
37 H 1.04 -0.54 -4.33  0.3229
38 H 1.60 1.23 -4.65  0.3575
39 H 2.37 1.17 -1.86  0.2352
40 H 3.41 0.26 -3.20  0.3249
41 H 2.13 -1.07 -0.77  0.3493
42 H 1.18 -1.64 -2.40  0.2001
43 H 3.02 -2.67 -3.48  0.1802
44 H 4.42 -1.71 -2.55  0.4075
45 H 3.21 -4.55 -1.98  0.1856
46 H 2.82 -3.39 -0.50  0.1449
47 H 5.76 -4.14 -1.91  0.3121
48 H 5.60 -2.79 -0.58  0.3191
49 H 4.90 -6.01 -0.25  0.3826
50 H 6.47 -5.11 0.30  0.2891
51 H 6.16 -6.69 2.76  0.3409
52 H 6.26 -4.54 5.60  0.2380
53 H 7.61 -3.92 4.34  0.2460
54 H 6.56 -2.70 5.32  0.2377
55 C -6.96 9.86 4.26  -1.0874
56 C -6.16 10.58 3.19  -0.1549
57 O -5.18 9.71 2.61  -0.3513
58 C -5.65 8.81 1.72  0.7097
59 O -6.82 8.68 1.37  -0.5603
60 O -4.61 8.05 1.29  -0.2616
61 C -4.99 6.98 0.42  -0.5560
62 H -6.30 9.41 5.00  0.2882
63 H -7.65 10.55 4.76  0.3496
64 H -7.55 9.04 3.83  0.3107
65 H -5.61 11.41 3.66  0.2828
66 H -6.80 11.01 2.42  0.3050
67 H -5.58 7.35 -0.42  0.3326
68 H -5.56 6.23 0.99  0.3157
69 H -4.08 6.52 0.04  0.0965
70 C -0.44 -7.67 0.54  -1.2200
71 C -0.32 -6.34 -0.19  0.1945
72 O -1.23 -6.27 -1.29  -0.3901
73 C -2.53 -6.03 -0.96  0.7194
74 O -2.97 -5.88 0.17  -0.5522
75 O -3.26 -6.04 -2.10  -0.3354
76 C -4.66 -5.90 -1.88  -0.6247
77 H -0.33 -8.51 -0.16  0.3322
78 H 0.32 -7.75 1.32  0.3314
79 H -1.42 -7.78 1.01  0.3744
80 H 0.69 -6.26 -0.61  0.0460
81 H -0.46 -5.49 0.49  0.3085
82 H -4.89 -5.02 -1.27  0.2888
83 H -5.05 -6.81 -1.41  0.2861
84 H -5.15 -5.78 -2.85  0.2251

E_HOMO	-0.36174	hartree
charge	0
DFT total energy	-2271.51028	hartree
maximum force	0.1797	hartree/bohr

No. 3
This record from the Open Molecules 2025 dataset describes 3 unconnected molecules or ions with the total composition C22H47N2O10P2 in a non-equilibrium geometry. The level of theory is wB97M-V/def2-TZVPD.

Last column: Mulliken charge in e.
CARTESIAN COORDINATES (ANGSTROEM)
1 C 4.80 3.14 -2.07  -0.8590
2 C 4.17 4.42 -2.55  0.6600
3 O 4.77 5.14 -3.29  -0.5358
4 O 2.92 4.66 -2.12  -0.2248
5 C 2.17 5.55 -2.96  -0.6922
6 C 0.83 5.86 -2.33  -0.8884
7 C -0.22 4.73 -2.56  -0.7464
8 C -0.61 3.98 -1.28  0.6425
9 C -1.91 4.49 -0.61  -1.1769
10 C -3.08 3.62 -0.93  0.4310
11 C -3.51 2.51 -0.28  -0.6634
12 N -4.61 1.98 -0.93  0.0057
13 C -4.87 2.77 -1.97  -0.2346
14 N -3.98 3.75 -1.98  -0.0058
15 H 5.01 3.22 -1.00  0.3031
16 H 4.19 2.27 -2.32  0.1428
17 H 5.76 3.02 -2.56  0.3444
18 H 2.01 5.07 -3.93  0.3892
19 H 2.69 6.50 -3.11  0.3884
20 H 0.93 6.14 -1.28  0.4303
21 H 0.47 6.75 -2.84  0.4163
22 H -1.09 5.15 -3.08  0.3742
23 H 0.24 4.04 -3.27  0.3993
24 H 0.19 4.16 -0.56  0.5695
25 H -0.63 2.90 -1.43  -0.7644
26 H -1.76 4.40 0.46  0.3501
27 H -2.10 5.54 -0.85  0.4532
28 H -3.14 2.04 0.61  0.5337
29 H -5.10 1.14 -0.66  0.2295
30 H -5.67 2.57 -2.66  0.4227
31 H -3.96 4.49 -2.67  0.2594
32 O 1.25 -2.15 -0.88  -0.7587
33 P 0.60 -2.25 -2.21  1.2878
34 O 1.81 -2.14 -3.30  -0.4237
35 C 3.10 -2.71 -3.06  -0.2098
36 C 3.20 -4.13 -3.58  -1.0759
37 O -0.06 -0.76 -2.37  -0.5699
38 C -0.11 0.14 -1.27  0.7137
39 C 1.09 1.07 -1.28  -1.2042
40 O -0.52 -2.81 -3.23  -0.4351
41 C -0.42 -4.14 -3.74  -0.1236
42 C -0.45 -5.19 -2.65  -1.0295
43 H 3.36 -2.67 -2.00  0.2787
44 H 3.82 -2.08 -3.58  0.3645
45 H 2.49 -4.78 -3.07  0.2026
46 H 4.20 -4.53 -3.41  0.4067
47 H 2.98 -4.17 -4.64  0.2794
48 H -0.19 -0.39 -0.32  -0.0789
49 H -1.03 0.72 -1.39  -0.1076
50 H 2.02 0.51 -1.28  0.4704
51 H 1.07 1.73 -0.41  0.4159
52 H 1.08 1.69 -2.18  0.1901
53 H 0.47 -4.23 -4.37  0.1991
54 H -1.28 -4.28 -4.40  0.3101
55 H 0.38 -5.05 -1.95  0.2736
56 H -0.38 -6.19 -3.08  0.3784
57 H -1.38 -5.12 -2.08  0.3123
58 O -0.32 -1.41 3.43  -0.7708
59 P -1.07 -2.44 4.19  1.1318
60 O -0.10 -2.87 5.44  -0.3475
61 C 0.76 -1.93 6.08  -0.2408
62 C 0.08 -1.27 7.27  -1.0155
63 O -0.96 -3.75 3.23  -0.3900
64 C -0.45 -3.67 1.90  0.0098
65 C 1.03 -3.99 1.87  -0.9842
66 O -2.42 -3.09 4.81  -0.3970
67 C -3.05 -2.50 5.96  -0.1446
68 C -3.48 -1.07 5.72  -1.0783
69 H 1.12 -1.17 5.38  0.2726
70 H 1.63 -2.48 6.42  0.3516
71 H -0.80 -0.70 6.96  0.1868
72 H 0.77 -0.58 7.77  0.4081
73 H -0.24 -2.02 7.99  0.2593
74 H -0.66 -2.69 1.46  0.0679
75 H -1.00 -4.41 1.31  0.3129
76 H 1.59 -3.34 2.54  0.2399
77 H 1.42 -3.87 0.86  0.2316
78 H 1.20 -5.01 2.20  0.3506
79 H -2.39 -2.59 6.82  0.1974
80 H -3.93 -3.12 6.17  0.3278
81 H -2.62 -0.44 5.46  0.3311
82 H -3.95 -0.66 6.62  0.3617
83 H -4.19 -1.02 4.90  0.3080

E_HOMO	-0.43277	hartree
charge	+1
DFT total energy	-2410.99447	hartree
maximum force	0.1270	hartree/bohr

No. 4
This record from the Open Molecules 2025 dataset describes a molecular structure, C22H47NO16Rb in a non-equilibrium geometry. The level of theory is wB97M-V/def2-TZVPD.

Last column: Mulliken charge in e.
CARTESIAN COORDINATES (ANGSTROEM)
1 Rb 0.19 -0.10 -0.37  -0.0765
2 C -0.73 1.85 4.07  -0.5615
3 C -0.66 3.08 4.62  0.3216
4 C -0.15 4.31 3.97  0.0520
5 O 0.03 5.40 4.64  -0.7798
6 C 0.14 4.30 2.66  -0.7902
7 C 0.11 3.07 1.90  0.8511
8 C -0.34 1.73 2.73  -0.3517
9 O -0.36 0.67 2.14  0.4297
10 O 0.57 2.90 0.71  -0.5586
11 O -0.77 3.05 5.90  -0.7405
12 H -1.04 0.96 4.60  0.5390
13 H 0.50 5.20 2.18  0.3422
14 C 2.97 -2.67 4.30  -0.8713
15 O 3.04 -2.59 2.97  -0.3529
16 C 3.56 -1.39 2.38  -0.5722
17 C 3.84 -1.52 0.85  -1.0816
18 N 2.66 -1.91 0.01  0.4476
19 C 3.09 -2.87 -1.05  -0.7073
20 C 1.97 -3.32 -1.98  -1.0016
21 O 1.25 -2.30 -2.51  0.1966
22 C 1.96 -1.61 -3.58  -0.9050
23 H 2.76 -3.63 4.76  0.2759
24 H 2.22 -1.99 4.71  0.3379
25 H 3.92 -2.35 4.73  0.4059
26 H 4.53 -1.11 2.77  0.4690
27 H 2.89 -0.55 2.57  0.3007
28 H 4.70 -2.19 0.74  0.4381
29 H 4.37 -0.65 0.48  0.4257
30 H 2.05 -2.35 0.68  -0.1191
31 H 3.40 -3.72 -0.44  0.5014
32 H 3.89 -2.37 -1.60  0.4047
33 H 1.27 -3.93 -1.41  0.2772
34 H 2.28 -4.00 -2.77  0.3937
35 H 2.70 -0.89 -3.21  0.2805
36 H 1.35 -0.88 -4.11  0.2191
37 H 2.52 -2.26 -4.25  0.3759
38 C -1.54 1.69 -3.67  -0.6262
39 C -1.01 2.96 -2.97  -0.3641
40 O -0.96 2.70 -1.55  -0.2061
41 O -0.83 0.55 -3.39  -0.2610
42 H -1.50 1.84 -4.75  0.3752
43 H -2.58 1.62 -3.35  0.2390
44 H -1.40 3.98 -3.07  0.4795
45 H -0.05 3.27 -3.38  0.1627
46 H -0.36 3.37 -1.20  0.1484
47 H -1.49 -0.13 -3.25  0.0952
48 C -1.61 -2.84 3.18  -0.2644
49 C -0.27 -2.98 2.33  0.4859
50 O 0.52 -4.04 2.94  -0.6774
51 O -1.68 -1.60 3.80  -0.5132
52 H -1.81 -3.68 3.85  0.3338
53 H -2.43 -2.71 2.47  0.1238
54 H 0.26 -2.03 2.21  -0.1227
55 H -0.31 -3.23 1.27  0.1567
56 H 1.42 -3.77 2.75  0.3764
57 H -1.24 -0.98 3.21  0.1923
58 C -2.25 -2.60 -3.35  0.3420
59 C -2.36 -3.45 -1.96  -0.6407
60 O -2.05 -2.64 -0.86  -0.1389
61 O -3.30 -1.58 -3.26  -0.5923
62 H -2.42 -3.19 -4.25  0.3810
63 H -1.39 -1.94 -3.22  -0.5442
64 H -1.59 -4.21 -1.94  0.3421
65 H -3.30 -3.93 -1.69  0.4656
66 H -2.83 -2.73 -0.31  0.1529
67 H -4.09 -2.04 -3.55  0.2782
68 C 1.86 5.83 -1.26  -0.3743
69 C 2.51 4.47 -1.71  -0.3929
70 O 2.02 4.02 -2.89  -0.4634
71 O 0.62 5.49 -0.70  -0.5224
72 H 1.73 6.47 -2.13  0.2930
73 H 2.42 6.50 -0.61  0.3156
74 H 2.34 3.84 -0.84  0.1274
75 H 3.59 4.60 -1.74  0.3839
76 H 2.23 4.69 -3.53  0.3263
77 H 0.52 4.91 0.06  0.1647
78 C -3.70 0.55 -0.22  -0.0769
79 C -5.07 -0.21 -0.38  -0.7951
80 O -4.93 -1.57 -0.79  -0.5055
81 O -2.89 -0.12 0.78  -0.2448
82 H -4.06 1.49 0.19  0.4197
83 H -3.21 0.79 -1.17  0.1011
84 H -5.65 0.22 -1.20  0.3804
85 H -5.71 -0.10 0.49  0.4005
86 H -4.39 -1.41 -1.56  0.2868
87 H -2.46 0.49 1.38  0.1807

E_HOMO	-0.12202	hartree
charge	-1
DFT total energy	-2148.96269	hartree
maximum force	0.1312	hartree/bohr

No. 5
This record from the Open Molecules 2025 dataset describes 13 unconnected molecules or ions with the total composition C22H48N10O26 in a non-equilibrium geometry. The level of theory is wB97M-V/def2-TZVPD.

Last column: Mulliken charge in e.
CARTESIAN COORDINATES (ANGSTROEM)
1 O 2.02 2.99 3.27  -0.6804
2 C 2.22 1.91 3.86  0.3135
3 O 3.46 1.62 4.31  -0.3701
4 C 3.47 0.31 4.87  -0.4355
5 C 2.02 0.07 5.34  -0.2176
6 C 1.24 0.92 4.30  1.1991
7 H 4.19 0.20 5.69  0.3458
8 H 3.79 -0.45 4.16  0.2099
9 H 1.80 0.34 6.37  0.2886
10 H 1.74 -0.99 5.28  -0.0246
11 H 0.41 1.50 4.70  0.3203
12 H 0.94 0.35 3.42  -0.9401
13 O -2.87 1.79 3.51  -0.6054
14 C -2.64 0.62 3.68  0.4119
15 O -1.75 0.19 4.64  -0.3690
16 C -1.60 -1.21 4.63  0.4927
17 C -2.87 -1.69 3.92  -0.8325
18 C -3.23 -0.58 2.96  0.3436
19 H -1.44 -1.72 5.58  0.4406
20 H -0.70 -1.42 4.06  -0.5944
21 H -3.61 -1.77 4.72  0.3570
22 H -2.85 -2.68 3.49  0.3610
23 H -4.31 -0.44 2.86  0.4888
24 H -2.72 -0.68 2.00  -0.4437
25 O -0.11 -1.35 1.94  -0.5733
26 C -0.26 -0.60 0.94  0.1170
27 O -0.80 -1.12 -0.16  -0.0393
28 C -0.82 -0.24 -1.27  0.2740
29 C -0.04 0.98 -0.77  1.8969
30 C 0.11 0.81 0.75  0.4180
31 H -1.84 0.02 -1.56  0.0969
32 H -0.34 -0.74 -2.11  -0.5345
33 H -0.40 1.98 -1.02  -0.4598
34 H 0.91 0.90 -1.32  -0.6855
35 H -0.52 1.46 1.36  -0.1921
36 H 1.11 1.03 1.14  -0.3310
37 C 4.18 -0.87 -0.30  -0.7199
38 N 4.05 0.66 -0.37  0.9478
39 O 3.39 1.25 0.49  -0.5200
40 O 4.74 1.27 -1.20  -0.5275
41 H 4.56 -1.21 0.66  0.2883
42 H 4.82 -1.22 -1.12  0.2933
43 H 3.19 -1.23 -0.55  0.1832
44 C -3.23 3.15 0.95  -0.4119
45 N -4.30 2.09 0.74  0.8904
46 O -4.09 1.14 -0.10  -0.5163
47 O -5.31 2.08 1.43  -0.5148
48 H -2.31 2.67 1.27  0.0449
49 H -3.52 3.75 1.81  0.3567
50 H -3.18 3.75 0.04  0.2251
51 C 0.17 -3.95 3.75  -0.4389
52 N 0.48 -4.23 5.16  1.0302
53 O 0.78 -5.39 5.41  -0.5726
54 O 0.53 -3.26 5.96  -0.5824
55 H 0.45 -4.83 3.16  0.3422
56 H 0.88 -3.17 3.47  0.1478
57 H -0.84 -3.70 3.43  0.0685
58 C 1.74 4.22 0.07  -0.3528
59 N 2.04 5.55 -0.49  1.0965
60 O 2.32 6.42 0.23  -0.6090
61 O 2.01 5.73 -1.70  -0.5590
62 H 0.82 4.20 0.65  0.2606
63 H 2.57 3.82 0.66  0.3822
64 H 1.58 3.45 -0.69  -0.1966
65 C -1.80 4.22 -2.40  -0.8612
66 N -0.56 4.13 -3.22  0.5849
67 O 0.38 3.50 -2.68  -0.1276
68 O -0.52 4.76 -4.24  -0.5158
69 H -2.36 5.06 -2.81  0.3952
70 H -1.57 4.39 -1.35  0.1787
71 H -2.22 3.22 -2.55  0.3672
72 C -1.26 -2.06 -4.92  -0.5186
73 N -2.25 -0.93 -4.98  0.8812
74 O -1.93 -0.04 -4.18  -0.4834
75 O -3.09 -0.83 -5.86  -0.5745
76 H -0.73 -2.08 -3.97  0.0267
77 H -0.54 -1.87 -5.72  0.3201
78 H -1.80 -2.95 -5.23  0.2845
79 C 3.19 2.74 -3.72  -0.0894
80 N 2.51 2.50 -5.05  0.8543
81 O 2.37 1.38 -5.49  -0.5734
82 O 1.97 3.47 -5.61  -0.5202
83 H 3.28 3.82 -3.63  0.3145
84 H 4.12 2.18 -3.62  0.3340
85 H 2.48 2.19 -3.10  -0.3721
86 C -4.84 -2.00 -1.48  -0.5332
87 N -3.97 -2.95 -2.33  0.8447
88 O -4.49 -3.95 -2.77  -0.5640
89 O -2.84 -2.58 -2.56  -0.3687
90 H -5.64 -1.56 -2.08  0.3114
91 H -4.19 -1.17 -1.18  0.0469
92 H -5.22 -2.42 -0.55  0.3096
93 C -0.47 -4.55 -0.53  -0.1249
94 N 0.14 -5.77 -0.15  1.0070
95 O 0.55 -5.91 0.98  -0.5796
96 O 0.16 -6.67 -0.99  -0.5974
97 H -1.52 -4.70 -0.79  0.2538
98 H 0.11 -4.13 -1.35  0.1678
99 H -0.35 -3.86 0.30  -0.1904
100 C 2.88 -1.49 -5.27  -0.8266
101 N 3.05 -1.05 -3.85  0.9135
102 O 4.17 -0.72 -3.46  -0.5408
103 O 2.03 -0.98 -3.21  -0.3959
104 H 2.02 -0.94 -5.66  0.2736
105 H 2.72 -2.57 -5.30  0.2970
106 H 3.80 -1.31 -5.84  0.3087

E_HOMO	-0.37910	hartree
charge	0
DFT total energy	-3369.90161	hartree
maximum force	0.0909	hartree/bohr